#1
The following is a quantum chemistry calculation of 8 unconnected molecules or ions with the total composition H16O8, from the Open Molecules 2025 dataset.

Last column: Mulliken charge in e.
Atoms and positions in Å:
1 O 0.98638 1.74558 -1.97517  -0.629
2 H 1.36738 2.40258 -2.57317  0.276
3 H 0.17038 2.10258 -1.54117  0.343
4 O -2.13962 0.00458 -0.35417  -0.642
5 H -1.80762 -0.90242 -0.42117  0.320
6 H -1.89862 0.41158 -1.20717  0.300
7 O -1.08262 -0.91242 2.44383  -0.703
8 H -1.73662 -1.23042 1.83983  0.287
9 H -0.57062 -1.62142 2.89783  0.439
10 O 0.59538 0.27558 0.65783  -0.601
11 H 0.32038 -0.17442 1.44983  0.363
12 H -0.13262 0.78158 0.39983  0.258
13 O 0.16438 -3.17642 3.17883  -0.734
14 H -0.62662 -3.57342 3.53983  0.349
15 H 0.01638 -3.04042 2.23683  0.341
16 O 3.33638 0.36258 -1.43217  -0.637
17 H 2.57338 0.93058 -1.45617  0.386
18 H 3.06738 -0.17642 -0.65017  0.328
19 O -1.24162 2.99558 -0.97817  -0.606
20 H -1.27362 3.73958 -0.40717  0.279
21 H -2.14262 2.73658 -1.04117  0.281
22 O 0.28638 -1.32642 -1.55117  -0.599
23 H 0.73038 -0.68542 -1.01517  0.294
24 H 1.03838 -1.66942 -2.04117  0.307

Values from the calculation:
HOMO ... -0.3851 Ha
Charge ... 0
SMILES ... O.O.O.O.O.O.O.O
LUMO ... 0.16 eV

***

#2
The following is a quantum chemistry calculation of 8 unconnected molecules or ions with the total composition H16O8, from the Open Molecules 2025 dataset.

Last column: Mulliken charge in e.
Atoms and positions in Å:
1 O 0.72725 -0.50062 0.55290  -0.569
2 H 1.42637 -0.04015 0.10361  0.263
3 H 0.31726 0.22994 1.04095  0.327
4 O -1.75711 0.92403 -0.03653  -0.573
5 H -1.97937 0.72451 0.90520  0.325
6 H -2.21995 0.24380 -0.40159  0.207
7 O -4.01060 -1.55304 1.66439  -0.607
8 H -3.81891 -1.49672 0.72896  0.296
9 H -4.92424 -1.76634 1.72989  0.306
10 O -0.99183 -2.19696 -1.33516  -0.587
11 H -1.33656 -2.46351 -0.45407  0.317
12 H -1.38779 -2.87481 -1.85311  0.278
13 O 4.72958 -0.32205 1.23267  -0.654
14 H 4.06245 -0.10105 0.54061  0.320
15 H 4.50384 -1.17217 1.62589  0.329
16 O 2.58414 2.35727 0.15031  -0.609
17 H 2.92993 1.87111 0.83331  0.293
18 H 2.44027 1.80529 -0.62621  0.330
19 O 2.19921 -1.45845 -1.13852  -0.639
20 H 2.53645 -1.88090 -1.87199  0.261
21 H 1.23232 -1.26848 -1.28699  0.350
22 O -2.30056 3.30702 -0.53799  -0.521
23 H -2.89287 3.38380 -1.29209  0.275
24 H -2.06929 4.24845 -0.27447  0.282

Values from the calculation:
HOMO ... -0.3895 Ha
Charge ... 0
SMILES ... O.O.O.O.O.O.O.O
LUMO ... 0.13 eV

***

#3
The following is a quantum chemistry calculation of 8 unconnected molecules or ions with the total composition H16O8, from the Open Molecules 2025 dataset.

Last column: Mulliken charge in e.
Atoms and positions in Å:
1 O -41.37105 -13.64844 -5.55520  -0.748
2 H -41.91843 -14.18163 -6.27896  0.337
3 H -40.42820 -13.55554 -5.57389  0.342
4 O -41.62669 -14.66117 -2.97912  -0.705
5 H -41.56296 -14.33301 -3.92289  0.481
6 H -40.76608 -14.66179 -2.45970  0.350
7 O -40.28868 -17.19851 -3.66536  -0.578
8 H -40.89029 -17.59230 -3.02094  0.327
9 H -40.68167 -16.48371 -3.87232  0.264
10 O -42.23407 -11.01661 -4.60494  -0.617
11 H -43.01415 -11.35498 -4.31099  0.257
12 H -41.68190 -11.81667 -4.99593  0.380
13 O -39.54697 -14.97478 -1.33233  -0.549
14 H -39.34487 -14.53755 -0.54783  0.251
15 H -38.71383 -15.26590 -1.64361  0.286
16 O -43.34776 -15.53994 -0.36292  -0.672
17 H -42.81292 -14.73451 -0.54042  0.291
18 H -43.88916 -15.26903 -1.19363  0.391
19 O -42.30527 -12.76325 -0.66043  -0.512
20 H -42.31881 -13.33141 -1.32494  0.158
21 H -42.98748 -12.26372 -0.85578  0.286
22 O -44.40667 -15.18022 -2.93904  -0.680
23 H -44.60874 -14.20117 -3.05030  0.346
24 H -43.54774 -15.31901 -3.36982  0.314

Values from the calculation:
HOMO ... -0.3723 Ha
Charge ... 0
SMILES ... O.O.O.O.O.O.O.O
LUMO ... -0.41 eV

***

Most stable = #1

***

#1
The following is a quantum chemistry calculation of C6H5N3 in the gas phase, from the Open Molecules 2025 dataset.

Last column: Mulliken charge in e.
Atoms and positions in Å:
1 C -2.02470 0.26096 0.08581  -0.375
2 C -1.78790 -1.06474 0.01780  0.132
3 N -0.64733 -1.78508 0.00980  -0.538
4 C 0.53980 -1.07158 -0.11617  0.384
5 N 1.92134 -1.34165 -0.05401  -0.580
6 C 2.47010 -0.21722 0.03228  -0.052
7 C 1.46959 0.87961 0.19029  -0.489
8 N 0.32695 0.25975 -0.16956  0.197
9 C -0.99117 0.98800 -0.08833  -0.081
10 H -2.97295 0.89207 0.03770  0.285
11 H -2.79113 -1.73790 0.19413  0.235
12 H 3.56833 -0.03408 0.25191  0.331
13 H 1.72829 1.85067 -0.22145  0.253
14 H -0.80924 2.12120 -0.17022  0.300

Values from the calculation:
HOMO ... -0.2961 Ha
Charge ... 0
SMILES ... c1cnc2nccn2c1
LUMO ... -0.20 eV

***

#2
The following is a quantum chemistry calculation of C6H5N3 in the gas phase, from the Open Molecules 2025 dataset.

Last column: Mulliken charge in e.
Atoms and positions in Å:
1 C -1.37125 1.94150 -0.42557  -0.608
2 C -1.39394 0.66407 -0.18932  0.531
3 C -2.23548 -0.43489 0.21434  0.037
4 N -2.76623 -1.40361 0.60504  -0.391
5 N 0.20953 0.13032 -0.20148  0.588
6 C 0.47651 -1.16613 -0.45317  -0.080
7 C 1.73244 -1.37800 0.02520  -0.626
8 C 2.11069 -0.10985 0.51124  -0.381
9 N 1.10955 0.76876 0.46173  -0.895
10 H -0.43621 2.48326 -0.45589  0.365
11 H -2.26517 2.55585 -0.23220  0.274
12 H -0.21918 -1.90131 -0.98016  0.334
13 H 2.27348 -2.26778 -0.11371  0.400
14 H 2.77526 0.11781 1.23395  0.450

Values from the calculation:
HOMO ... -0.3519 Ha
Charge ... 0
SMILES ... C=C(C#N)n1cccn1
LUMO ... -0.16 eV

***

Most stable = #1

***

#1
The following is a quantum chemistry calculation of 2 unconnected molecules or ions with the total composition C2H10N2O2, from the Open Molecules 2025 dataset.

Last column: Mulliken charge in e.
Atoms and positions in Å:
1 N 3.03780 -0.45438 0.38702  -0.470
2 C 2.67903 0.87365 0.78810  -0.198
3 O 3.45715 1.35389 1.85588  -0.532
4 H 2.29578 -1.13577 0.45921  0.222
5 H 3.56787 -0.54452 -0.46364  0.203
6 H 2.76750 1.60333 -0.01161  0.253
7 H 1.60720 0.86831 1.05185  0.223
8 H 3.35362 0.76669 2.60975  0.299
9 N -2.88637 -0.79131 -1.94360  -0.590
10 C -2.70332 -0.01222 -0.77764  -0.025
11 O -3.42033 -0.55705 0.33832  -0.538
12 H -2.27826 -1.60298 -1.91594  0.238
13 H -3.82408 -1.15790 -2.06099  0.244
14 H -1.62882 -0.00846 -0.55194  0.114
15 H -2.99296 1.02995 -0.92182  0.262
16 H -3.03181 -0.23122 1.15707  0.295

Values from the calculation:
HOMO ... -0.3607 Ha
Charge ... 0
SMILES ... NCO.NCO
LUMO ... 0.47 eV

***

#2
The following is a quantum chemistry calculation of 2 unconnected molecules or ions with the total composition C2H10N2O2, from the Open Molecules 2025 dataset.

Last column: Mulliken charge in e.
Atoms and positions in Å:
1 N 1.45125 -2.29371 2.60110  -0.507
2 C 0.04481 -1.76871 3.12358  -0.221
3 O -0.07035 -0.39406 2.86409  -0.510
4 H 1.51126 -3.21345 2.77235  0.167
5 H 2.15425 -1.63638 2.72978  0.197
6 H -0.81281 -2.13693 2.57072  0.249
7 H -0.01111 -2.40290 4.03556  0.291
8 H 0.19831 -0.32886 1.97270  0.331
9 N 0.49912 1.75176 -2.18962  -0.510
10 C -0.77817 1.97930 -2.80468  -0.086
11 O -1.38305 0.87652 -3.51214  -0.478
12 H 0.79054 0.81567 -2.51178  0.162
13 H 1.30728 2.42783 -2.24900  0.231
14 H -1.50818 2.30907 -2.03398  0.175
15 H -0.56523 2.76406 -3.51104  0.210
16 H -0.68949 0.07239 -3.38466  0.298

Values from the calculation:
HOMO ... -0.3324 Ha
Charge ... 0
SMILES ... NCO.NCO
LUMO ... 0.75 eV

***

Most stable = #1